{"formula": "C12H18N3O7", "method": "ωB97M-V with the def2-TZVPD basis set", "elements": ["O", "O", "O", "O", "O", "O", "O", "N", "N", "N", "C", "C", "C", "C", "C", "C", "C", "C", "C", "C", "C", "C", "H", "H", "H", "H", "H", "H", "H", "H", "H", "H", "H", "H", "H", "H", "H", "H", "H", "H"], "positions_angstrom": [[1.4575, -2.0473, 0.3926], [-3.5071, 1.1591, -1.3749], [-5.0217, 2.0868, -2.8424], [-5.2557, 1.0872, -4.7662], [0.8495, -3.4117, 2.0683], [2.9076, 1.5043, 1.9358], [3.8100, 2.6777, 3.6234], [-0.8532, 1.2536, -3.1890], [-2.3754, -0.9963, -1.3591], [-5.8275, 1.4700, -3.8064], [-1.2803, 2.6775, -3.2153], [-0.3863, -3.8874, 2.6242], [-0.8993, -2.2989, 0.9405], [4.8231, 0.5802, 2.9358], [3.1399, 0.2210, 1.3117], [4.6013, -0.0888, 1.5843], [-2.9590, 0.0018, -1.2875], [3.8279, 1.7236, 2.8985], [-3.6320, 1.6200, -2.7911], [0.5905, -2.5244, 1.0674], [-1.4164, -2.8263, 2.2757], [-2.8051, 2.8972, -2.9601], [2.9208, 0.2888, 0.2502], [-1.2745, -2.8770, 0.0976], [-0.2693, -4.0193, 3.6988], [5.2300, 0.3912, 0.8311], [-2.4333, -3.2129, 2.2329], [-3.2322, 3.4669, -3.7927], [-1.3919, -2.0277, 3.0204], [-1.0315, 3.0953, -4.2018], [-0.7368, 3.1891, -2.4109], [-1.1248, -1.2488, 0.8003], [-0.6530, 0.9792, -4.1436], [5.8371, 0.9549, 3.0484], [-2.9275, 3.5053, -2.0354], [4.8208, -1.1549, 1.5740], [0.0555, 1.2366, -2.7348], [-0.6187, -4.8558, 2.1735], [4.5683, -0.0803, 3.7663], [2.4727, -0.5094, 1.7596]], "nbo_charge": [-0.59, -0.56, -0.45, -0.32, -0.51, -0.48, -0.58, -0.81, -0.56, 0.35, -0.21, -0.07, -0.53, -0.53, -0.07, -0.43, 0.63, 0.79, 0.05, 0.80, -0.43, -0.49, 0.21, 0.27, 0.19, 0.20, 0.22, 0.20, 0.20, 0.16, 0.17, 0.27, 0.34, 0.23, 0.16, 0.22, 0.34, 0.17, 0.23, 0.20], "total_charge": -1, "e_above_lowest_ev": 8.922, "energy_ev": -31534.683, "max_force_ev_per_a": 2.2, "spin_multiplicity": 1}